Version A
Entry from the Open Molecules 2025 dataset: the molecule C5H11N (ωB97M-V with the def2-TZVPD basis set).

Bonds (Å) are listed after each position.
Cartesian coordinates (Å):
1 C 0.5555 -1.1187 -1.4473  C2 1.498, H6 1.153, H7 1.107, H8 1.113
2 C 0.6886 0.1866 -0.7244  C1 1.498, C3 1.434, C4 1.363
3 C 1.5051 1.1309 -1.4293  C2 1.434, H9 1.165, H10 1.096, H11 1.085
4 C 0.0212 0.4656 0.4310  C2 1.363, C5 1.535, H12 1.144
5 C -0.7407 -0.5271 1.3198  C4 1.535, H13 1.138, H14 1.116, N17 1.430
6 H -0.2646 -1.8883 -1.1929  C1 1.153
7 H 1.4813 -1.7226 -1.3785  C1 1.107
8 H 0.4665 -0.8895 -2.5328  C1 1.113
9 H 2.5060 0.6810 -1.8203  C3 1.165
10 H 0.9512 1.3443 -2.3502  C3 1.096
11 H 1.7306 2.0113 -0.8362  C3 1.085
12 H 0.0258 1.5664 0.7423  C4 1.144
13 H -0.0459 -1.0416 2.0604  C5 1.138
14 H -1.1635 -1.2862 0.6188  C5 1.116
15 H -2.4452 -0.6247 2.5134  N17 1.052
16 H -2.4727 0.5290 1.3037  N17 1.038
17 N -1.8496 0.0709 1.9962  C5 1.430, H15 1.052, H16 1.038

Output
- HOMO level (Eh) = -0.315
- LUMO level (eV) = 1.05
- spin multiplicity = 1
- SMILES = CC(C)=CCN
- frontier orbital gap (eV) = 9.6

Charges in e, computed with natural (NBO), in the same order as the atoms: -0.6539 -0.0034 -0.6320 -0.2062 -0.2465 0.2202 0.2186 0.2108 0.2144 0.2163 0.2240 0.1985 0.1984 0.1665 0.3604 0.3536 -0.8396

***

Version B
Entry from the Open Molecules 2025 dataset: the molecule C5H11N (ωB97M-V with the def2-TZVPD basis set).

Bonds (Å) are listed after each position.
Cartesian coordinates (Å):
1 C -1.0973 1.2223 0.0162  C2 1.561, H6 1.122, H7 1.162, H8 1.098
2 C -0.4150 -0.1553 -0.2564  C1 1.561, C3 1.498, C4 1.509, H9 1.086
3 C -1.4117 -1.2230 0.0770  C2 1.498, H10 1.094, H11 1.203, H12 1.164
4 C 0.8777 -0.2485 0.5163  C2 1.509, C5 1.517, H13 1.088, N17 1.488
5 C 2.0785 0.5518 0.0469  C4 1.517, H14 1.112, H15 1.058, N17 1.507
6 H -2.0661 1.1486 -0.5456  C1 1.122
7 H -0.5245 2.1281 -0.4337  C1 1.162
8 H -1.3665 1.4703 1.0512  C1 1.098
9 H -0.2057 -0.0917 -1.3202  C2 1.086
10 H -2.1786 -1.1005 -0.6941  C3 1.094
11 H -2.0760 -1.0501 1.0647  C3 1.203
12 H -1.0093 -2.3086 0.1991  C3 1.164
13 H 0.8014 -0.4013 1.5910  C4 1.088
14 H 2.8027 0.9191 0.8064  C5 1.112
15 H 1.8648 1.1672 -0.7866  C5 1.058
16 H 1.9061 -1.0863 -1.1928  N17 1.069
17 N 2.0196 -0.9420 -0.1394  C4 1.488, C5 1.507, H16 1.069

Output
- HOMO level (Eh) = -0.339
- LUMO level (eV) = 1.14
- spin multiplicity = 1
- SMILES = CC(C)[C@@H]1CN1
- frontier orbital gap (eV) = 10.4

Charges in e, computed with natural (NBO), in the same order as the atoms: -0.5995 -0.2566 -0.6133 -0.0695 -0.2757 0.2015 0.2084 0.2107 0.2014 0.2129 0.2073 0.2265 0.2051 0.2018 0.1865 0.3483 -0.5958

***

Version C
Entry from the Open Molecules 2025 dataset: the molecule C5H11N (ωB97M-V with the def2-TZVPD basis set).

Bonds (Å) are listed after each position.
Cartesian coordinates (Å):
1 C 1.9302 -1.4703 0.0046  N2 1.477, H7 1.086, H8 1.093, H9 1.088
2 N 1.1838 -0.5280 -0.8531  C1 1.477, C3 1.472, H10 1.014
3 C 0.9070 0.7554 -0.1871  N2 1.472, C4 1.522, H11 1.098, H12 1.095
4 C -0.3271 0.6749 0.7000  C3 1.522, C5 1.522, H13 1.097, H14 1.118
5 C -1.5349 0.7439 -0.2228  C4 1.522, C6 1.335, H15 1.083
6 C -2.6794 0.0628 -0.1263  C5 1.335, H16 1.090, H17 1.087
7 H 2.8561 -0.9426 0.2143  C1 1.086
8 H 1.3480 -1.5697 0.9238  C1 1.093
9 H 2.0879 -2.3619 -0.5994  C1 1.088
10 H 0.2636 -0.8389 -1.1435  N2 1.014
11 H 1.7967 1.0197 0.3998  C3 1.098
12 H 0.8070 1.5856 -0.8934  C3 1.095
13 H -0.3747 -0.1234 1.4505  C4 1.097
14 H -0.3486 1.5704 1.3682  C4 1.118
15 H -1.4099 1.6061 -0.8669  C5 1.083
16 H -3.1554 -0.2213 0.8126  C6 1.090
17 H -3.3503 0.0372 -0.9814  C6 1.087

Output
- HOMO level (Eh) = -0.315
- LUMO level (eV) = 1.21
- spin multiplicity = 1
- SMILES = C=CCCNC
- frontier orbital gap (eV) = 9.8

Charges in e, computed with natural (NBO), in the same order as the atoms: -0.4132 -0.6301 -0.2175 -0.4815 -0.1708 -0.4144 0.1926 0.1682 0.2088 0.3514 0.1902 0.1928 0.2134 0.2147 0.1971 0.2040 0.1944

***

Looking at the structures above, which would you pick as the most stable? I would pick version A.